# 1
C15H26FO9S | ωB97M-V/def2-TZVPD

Energy = -1762.3270 hartree
Gap between HOMO and LUMO = 5.3 eV
Charge = -1
Strongest force on any atom = 6.030 eV/Å
HOMO energy = -0.111 Ha

Geometry as XYZ:
```
52
Properties=species:S:1:pos:R:3:lowdin_charge:R:1
S 1.37608 -7.75396 -1.45303 0.697
F 1.85116 -1.36047 0.13594 -0.996
O 4.84809 2.94858 3.58553 0.113
O 1.01578 -8.70463 -2.80244 -0.292
O 1.30138 -8.57577 -0.27383 -0.294
O 1.47402 5.28006 -3.73713 0.080
O 2.69728 3.54508 -3.17107 0.096
O 2.49290 -6.88305 -1.83112 -0.288
O -5.13478 2.87039 5.29036 0.097
O 4.38755 5.04587 4.45372 0.009
O -3.79616 1.07200 5.02858 0.011
C -3.38884 0.07789 4.11721 -0.123
C 0.87146 -8.96705 -5.23685 -0.075
C 3.26143 5.73789 4.93461 -0.190
C 4.06406 3.82789 3.90783 -0.433
C -0.52349 4.38110 -4.38946 -0.147
C 0.52466 -8.10669 -4.02507 -0.293
C 1.65264 4.02318 -3.62202 -0.536
C -4.64882 2.00829 4.59034 -0.490
C 0.27153 5.62267 -4.33950 -0.197
C -5.01590 1.65009 3.18478 -0.092
C 2.10711 5.10571 4.15648 -0.161
C -4.03636 0.56622 2.75798 -0.126
C 2.55646 3.64901 4.05125 -0.079
C -0.27795 -6.84837 -1.45952 -0.098
C 0.44935 3.22927 -3.96809 -0.038
H 2.09693 5.49492 3.13839 0.119
H -1.07287 4.26180 -5.32330 0.113
H -0.55081 -7.96354 -3.92047 0.106
H 2.04975 3.15930 3.21967 0.133
H 0.98341 -7.14706 -4.26337 0.119
H 1.91085 -8.80982 -5.52502 0.078
H -1.01271 -7.65267 -1.42282 0.061
H -2.30203 -0.00535 4.12013 0.129
H 0.65599 -10.03134 -5.14227 0.076
H 0.68696 2.54809 -4.78516 0.129
H -0.36996 -6.26614 -0.54267 0.071
H -6.02100 1.22864 3.20070 0.128
H 1.13949 5.17982 4.65280 0.113
H -0.35245 -6.25065 -2.36798 0.056
H -0.22922 6.46890 -3.86914 0.128
H -5.01705 2.56844 2.59764 0.127
H 2.44888 3.03378 4.94457 0.131
H 0.49302 6.01811 -5.33080 0.124
H 0.13979 2.65628 -3.09404 0.138
H -4.45054 -0.25554 2.17380 0.107
H -3.82845 -0.83979 4.50799 0.120
H 0.33227 -8.60595 -6.11263 0.074
H -1.29433 4.43354 -3.62060 0.110
H 3.10792 5.55572 5.99826 0.121
H -3.28025 0.96392 2.08106 0.111
H 3.35576 6.81539 4.79976 0.122
```

---

# 2
C15H26MnNOP | ωB97M-V/def2-TZVPD

Energy = -2209.2603 hartree
<S²> = 8.780
Gap between HOMO and LUMO (alpha / beta) = 5.9 / 6.9 eV
Relative energy (zero: lowest compared OMol25 entry of this formula, charge and spin) = 63.51 kJ/mol
Charge = 0
Strongest force on any atom = 3.238 eV/Å
HOMO energy (alpha / beta) = -0.211 / -0.266 Ha
2S+1 = 6

Geometry as XYZ:
```
45
Properties=species:S:1:pos:R:3:lowdin_charge:R:1
Mn -0.32818 -1.86248 0.72783 0.553
P -1.44927 -1.58738 -1.25802 0.793
O 0.96311 -1.31270 2.91943 -0.034
N 0.04558 2.85827 0.86297 -0.285
C 2.45881 -1.35015 -2.22087 -0.069
C 0.10380 -2.13338 -2.14370 -0.307
C 2.03047 0.29442 0.06162 -0.235
C 0.09902 3.02406 -0.56009 -0.090
C -1.76936 -0.04578 -2.16476 -0.246
C -2.73957 -2.74217 -1.85183 -0.276
C 3.22885 0.32764 -0.68269 -0.064
C 1.23530 -1.32903 -1.54621 -0.362
C -1.42241 -1.11621 3.41827 -0.101
C -0.21775 -1.39394 2.58260 -0.538
C 1.15594 2.39945 1.63339 -0.190
C -1.23028 3.03040 1.52156 -0.097
C 2.06536 1.18270 1.29107 -0.129
C 1.04492 -0.64445 -0.32071 -0.147
C 3.47116 -0.49843 -1.77533 -0.084
H -1.78795 -0.08930 3.22918 0.078
H -1.50463 -2.85927 1.47316 0.064
H -1.41250 4.09118 1.76652 0.078
H 4.44406 -0.50351 -2.26056 0.098
H 2.02004 0.54472 2.18666 0.090
H 1.83002 3.27652 1.76115 0.113
H 0.22560 -3.22753 -2.01307 0.092
H -2.23434 -1.79998 3.14341 0.045
H -2.06338 2.69434 0.88425 0.072
H -1.25430 2.46226 2.46054 0.069
H -2.68496 -3.68516 -1.28303 0.038
H -0.89007 2.81830 -1.00316 0.070
H 0.84152 2.36492 -1.03159 0.078
H 0.35847 4.07120 -0.79989 0.079
H -2.61829 -2.94288 -2.93081 0.048
H 2.57998 -1.99319 -3.09963 0.109
H -1.23104 -1.24191 4.49642 0.080
H -2.03874 -0.27131 -3.20398 0.051
H -0.04953 -1.92890 -3.21597 0.094
H 0.76536 2.21019 2.64439 0.106
H -3.72132 -2.27305 -1.67291 0.047
H -2.59405 0.48108 -1.67750 0.042
H -0.88833 0.60509 -2.16823 0.038
H 4.01111 1.01807 -0.35408 0.104
H 3.08078 1.60866 1.31145 0.094
H -1.92902 -2.53135 0.86275 0.032
```

---

# 3
C15H26N2O6 | ωB97M-V/def2-TZVPD

Energy = -1147.9499 hartree
SMILES string = C[C@H]1COC(=O)O1.COC(=O)OC.CCCC#N.CCCC#N
Gap between HOMO and LUMO = 10.3 eV
Relative energy (zero: lowest compared OMol25 entry of this formula, charge and spin) = 694.78 kJ/mol
Charge = 0
Strongest force on any atom = 9.979 eV/Å
HOMO energy = -0.371 Ha

Geometry as XYZ:
```
49
Properties=species:S:1:pos:R:3:lowdin_charge:R:1
O -13.33576 -3.76206 -13.66003 0.099
O -16.09447 -1.24544 -9.28737 -0.105
O -13.49946 -3.34457 -15.93263 0.050
O -12.17258 -2.22443 -14.75363 0.100
O -14.24476 -1.27210 -10.76259 -0.002
O -15.02861 0.76664 -10.13737 -0.031
N -19.81913 0.45435 -11.81032 0.145
N -11.51588 3.98697 -11.46810 0.147
C -16.15156 1.44529 -9.58500 -0.024
C -13.22613 2.10745 -11.88163 -0.215
C -11.92506 -1.59936 -16.01896 -0.009
C -12.99318 -3.15723 -14.68932 -0.604
C -14.30195 -2.67826 -10.84838 -0.018
C -18.95423 -0.22888 -12.03719 -0.260
C -17.78040 -1.26423 -13.92112 -0.254
C -17.92881 -1.22317 -12.35973 -0.163
C -15.05731 -0.55390 -10.05569 -0.415
C -12.27091 3.12800 -11.67303 -0.237
C -13.15575 -2.29212 -16.83176 -0.253
C -16.72839 -2.33602 -14.20276 -0.112
C -14.67964 0.94203 -13.47618 -0.076
C -13.31974 1.69805 -13.34841 -0.195
C -14.48655 -1.51414 -17.05824 -0.027
H -18.43461 -2.15013 -12.23481 0.110
H -17.19399 -3.37862 -13.95640 0.126
H -14.97138 0.63506 -14.50530 0.070
H -17.43366 -0.25639 -14.19312 0.095
H -15.50228 1.39109 -13.03737 0.045
H -14.42077 -0.70370 -17.83120 0.087
H -12.88263 1.26288 -11.36240 0.105
H -14.97328 -3.09711 -11.56784 0.087
H -17.03016 -0.97690 -11.77952 0.100
H -12.50435 1.18783 -13.77214 0.090
H -18.74207 -1.36887 -14.44244 0.119
H -13.20490 -2.96498 -11.01866 0.136
H -13.29900 2.67976 -13.82400 0.109
H -17.12247 0.97239 -9.63867 0.092
H -14.56046 -3.03982 -9.95593 0.044
H -11.88222 -0.52792 -16.07514 0.115
H -16.60883 -2.37944 -15.29949 0.054
H -15.97525 1.43112 -8.54918 0.081
H -10.91061 -1.79846 -16.37643 0.128
H -14.14825 2.51747 -11.52398 0.109
H -12.74986 -2.74491 -17.71643 0.134
H -15.22545 -2.16694 -17.65993 0.113
H -14.82087 -1.13949 -16.05291 0.068
H -15.76513 -1.98752 -13.80486 0.057
H -16.10648 2.49558 -9.93659 0.113
H -14.49569 0.01661 -12.88281 0.071
```

---

# 4
C15H26NO2PZn | ωB97M-V/def2-TZVPD

Energy = -2912.9846 hartree
Gap between HOMO and LUMO = 7.9 eV
Charge = 0
Strongest force on any atom = 2.462 eV/Å
HOMO energy = -0.288 Ha

Geometry as XYZ:
```
46
Properties=species:S:1:pos:R:3:lowdin_charge:R:1
Zn 0.96389 0.06387 0.39639 0.508
P 0.13997 2.35099 -0.06766 0.862
O -1.12637 0.85077 4.14984 -0.016
O 0.40626 0.43261 2.48050 -0.205
N 1.45634 -1.41539 -1.28611 -0.275
C -0.03578 0.42136 3.72443 -0.671
C 1.08825 -2.62035 -0.40488 -0.177
C 0.32506 3.98395 0.72898 -0.262
C -2.64596 -2.02245 -0.75760 -0.065
C -0.41636 -2.88454 -0.31971 -0.174
C -3.58893 -1.02921 -0.96123 -0.089
C -1.34558 -1.69484 -0.30652 -0.283
C -3.26812 0.27429 -0.60598 -0.050
C -1.66505 2.03816 0.16459 -0.291
C -1.96544 0.60900 -0.18669 -0.312
C 2.78249 -1.64458 -1.89737 -0.098
C -0.98387 -0.36892 -0.05027 -0.158
C 0.51234 -1.15597 -2.41532 -0.063
C 0.30807 2.64466 -1.87454 -0.265
C 0.98742 -0.15358 4.68568 -0.040
H 1.52569 0.67690 5.14055 0.072
H 3.27202 -2.51826 -1.45932 0.081
H -0.09460 3.62217 -2.17181 0.045
H -0.33352 4.74838 0.28375 0.051
H -1.83684 2.25887 1.23324 0.101
H -2.26244 2.76859 -0.40369 0.097
H 2.76002 0.20256 1.01975 0.116
H -2.84115 -3.06905 -1.01370 0.109
H -4.56622 -1.29710 -1.37590 0.103
H 0.49283 -0.69860 5.48990 0.072
H 1.43823 -2.40366 0.63230 0.109
H 1.02099 -1.29462 -3.37972 0.079
H -0.58881 -3.48863 0.59448 0.134
H 1.38407 2.60454 -2.10200 0.036
H 1.75090 -0.76877 4.20894 0.058
H -0.67189 -3.55371 -1.15680 0.111
H 1.37256 4.31254 0.64404 0.040
H 2.65819 -1.82670 -2.98083 0.078
H 0.14703 -0.12100 -2.39502 0.059
H 2.84074 0.52822 0.27761 0.104
H -4.01636 1.05362 -0.65996 0.103
H -0.36096 -1.82502 -2.39489 0.092
H -0.19076 1.85690 -2.45280 0.027
H 0.08655 3.87406 1.79785 0.052
H 1.62125 -3.53589 -0.75053 0.121
H 3.46384 -0.78621 -1.82201 0.075
```

---

# 5
C15H27Br12Cl9 | ωB97M-V/def2-TZVPD

Energy = -35617.6505 hartree
SMILES string = ClC(Cl)Cl.ClC(Cl)Cl.ClC(Cl)Cl.BrCCBr.BrCCBr.BrCCBr.BrCCBr.BrCCBr.BrCCBr
Gap between HOMO and LUMO = 10.1 eV
Relative energy (zero: lowest compared OMol25 entry of this formula, charge and spin) = 0.00 kJ/mol
Charge = 0
Strongest force on any atom = 1.169 eV/Å
HOMO energy = -0.367 Ha

Geometry as XYZ:
```
63
Properties=species:S:1:pos:R:3:lowdin_charge:R:1
Br 2.08431 3.02746 0.52803 0.667
Br -2.50713 3.96940 -0.03192 0.616
Br -0.12925 3.73720 -6.56150 0.592
Br -0.93674 0.70738 -0.92182 0.693
Br 1.23253 2.69184 -3.48142 0.614
Br -5.85769 1.08974 1.01766 0.606
Br 4.32411 2.64939 4.55257 0.609
Br 1.92396 -3.71786 -1.31444 0.642
Br -1.35938 5.42589 2.86213 0.574
Br 2.32807 -1.10214 1.86857 0.670
Br -0.42377 -7.65636 -0.91845 0.629
Br -4.08007 1.31747 -3.23799 0.655
Cl -3.00425 -4.05057 1.64318 0.505
Cl 5.49148 -1.94153 -0.61436 0.494
Cl 4.82834 -4.95669 0.50286 0.492
Cl 6.61151 0.68220 0.03759 0.535
Cl 4.03834 0.44130 -1.38015 0.521
Cl -2.97425 -1.14819 1.53529 0.529
Cl 2.79527 -5.91961 2.30777 0.527
Cl -4.71692 -2.51595 3.40360 0.554
Cl 5.02753 -4.33050 3.34791 0.511
C -3.98765 -2.55847 1.82082 -1.532
C -2.15798 2.94824 1.58463 -0.716
C 0.61410 -0.46055 1.14196 -0.670
C 2.41688 2.98924 2.45660 -0.677
C -5.52955 1.59066 -0.85865 -0.690
C 3.86880 2.67371 2.64388 -0.715
C -2.33621 3.71061 2.89652 -0.640
C -1.04517 3.81419 -4.83291 -0.689
C 1.24234 -5.53323 -1.69915 -0.663
C 3.92276 -4.60470 1.96537 -1.550
C -0.01863 -5.75028 -0.89354 -0.720
C -4.56869 0.61619 -1.47763 -0.707
C 0.70949 -0.20928 -0.33859 -0.666
C -0.64882 2.69029 -3.90828 -0.767
C 5.65462 -0.24985 -1.12159 -1.504
H -1.24876 2.65991 -3.00339 -0.027
H -0.93691 1.77416 -4.43197 0.053
H -3.67676 0.39617 -0.90358 -0.045
H 3.34729 -3.69448 1.86843 -0.081
H -0.19616 -1.16533 1.30903 0.018
H -6.49037 1.59061 -1.36602 0.057
H 1.99037 -6.28199 -1.44142 0.043
H 4.48465 3.40776 2.13338 0.056
H -4.77901 -2.61491 1.08503 0.014
H -2.76250 2.04051 1.60901 0.022
H -5.15853 2.61208 -0.89531 0.014
H -5.06620 -0.33978 -1.64184 0.061
H 1.46327 0.48480 -0.68172 -0.060
H 1.11266 -5.63664 -2.77241 0.060
H 2.16853 3.96930 2.86636 0.054
H -0.01642 -5.40659 0.13653 0.036
H 4.16329 1.68157 2.31505 0.018
H 0.40412 0.44633 1.70245 0.024
H -1.99613 3.10227 3.73189 0.064
H -0.84755 -5.19914 -1.34102 0.057
H -0.89039 4.80323 -4.40647 0.059
H 6.19404 -0.20083 -2.05673 0.011
H -3.36079 3.98717 3.13036 0.051
H 0.80560 -1.13817 -0.89447 -0.001
H -1.12962 2.58900 1.53920 0.010
H 1.69723 2.33548 2.94570 0.051
H -2.10724 3.73087 -5.06065 0.050
```